(1)
Computed, not measured: a molecular structure, C40H24Br2F4N3O4PY, with wB97M-V/def2-TZVPD.

Molecular weight   966.3 Da
Gap between HOMO and LUMO   0.244 hartree
Energy relative to the best compared isomer or geometry (same formula, charge and spin)   0.6185 eV

```
! RIJCOSX wB97M-V def2-TZVPD def2/J DEFGRID3
* xyz 1 1
Y -0.40090 0.90431 0.22411
Br 2.77670 -5.71189 6.94501
C 1.02010 -5.31869 6.32891
C -0.04020 -5.29229 7.22571
C -1.31670 -5.04149 6.76631
C -1.53030 -4.76569 5.41311
C -0.44710 -4.79949 4.52431
C 0.82110 -5.08049 4.97661
N -2.82310 -4.58989 4.95171
N -3.12670 -3.81569 4.05131
C -2.33800 -2.79029 3.57881
C -1.66510 -1.91969 4.43411
C -0.92710 -0.85259 3.95211
C -0.84790 -0.58609 2.58381
O -0.09970 0.36691 2.08101
C -1.62150 -1.40279 1.69291
N -1.60390 -1.06949 0.36521
C -2.26960 -1.84519 -0.47659
C -2.95440 -2.99619 -0.08309
C -3.00420 -3.33449 1.24691
C -2.35180 -2.51789 2.18251
H 0.13510 -5.49469 8.27051
H -2.15160 -5.02449 7.44691
H -0.62350 -4.65079 3.47051
H 1.64700 -5.11669 4.28611
H -1.72650 -2.08739 5.50071
H -0.38500 -0.22669 4.64311
H -2.27040 -1.55019 -1.51919
H -3.44850 -3.60079 -0.82529
H -3.54920 -4.20159 1.58611
F 6.16000 0.64671 -3.72299
C 4.87140 0.63661 -3.42929
C 3.91110 0.70171 -4.44089
F 4.27950 0.76821 -5.71039
C 2.55870 0.68341 -4.10459
F 1.64530 0.72191 -5.07099
C 2.12200 0.59411 -2.78319
P 0.30650 0.65431 -2.42799
C -0.29630 -0.80339 -3.32679
C -1.59960 -0.79869 -3.82539
C -2.11250 -1.93959 -4.41869
C -1.35210 -3.09729 -4.47219
C -0.06890 -3.11309 -3.94779
C 0.46180 -1.97269 -3.37059
C -0.18080 2.14801 -3.34469
C 0.01270 3.34301 -2.64779
C -0.39990 4.53831 -3.20169
C -0.99660 4.54791 -4.45409
C -1.15160 3.36741 -5.16259
C -0.75120 2.16191 -4.61519
C 3.09610 0.52151 -1.78859
Br 2.61030 0.31851 0.06291
C 4.45310 0.55121 -2.10029
F 5.35070 0.49621 -1.12829
H -2.20790 0.09291 -3.74569
H -3.10700 -1.92249 -4.83789
H -1.76260 -3.98939 -4.91919
H 0.52170 -4.01529 -3.99519
H 1.46140 -1.99289 -2.95579
H 0.48070 3.32401 -1.66629
H -0.26870 5.45741 -2.65339
H -1.33880 5.47741 -4.87919
H -1.58980 3.38061 -6.14869
H -0.87170 1.25191 -5.18359
O -0.57510 6.57541 0.88951
C 0.40850 5.69931 1.14031
C 1.69820 6.12151 1.47501
C 2.71770 5.21311 1.67691
C 2.46500 3.85221 1.58921
C 1.18450 3.42681 1.29171
C 0.14750 4.32231 1.03771
C -1.22360 3.77701 0.70631
O -2.24810 4.33961 0.99351
O -1.19450 2.63331 0.05501
H -0.30080 7.47661 1.10791
H 1.89510 7.18101 1.58621
H 3.70940 5.56261 1.92311
H 3.24760 3.13491 1.78431
H 0.94430 2.35601 1.33571
*
```

=====

(2)
Computed, not measured: a single C2H4N4 molecule, with wB97M-V/def2-TZVPD.

SMILES   Cn1cnnn1
Molecular weight   84.1 Da
Gap between HOMO and LUMO   0.394 hartree
Energy relative to the best compared isomer or geometry (same formula, charge and spin)   2.3850 eV

```
! RIJCOSX wB97M-V def2-TZVPD def2/J DEFGRID3
* xyz 0 1
C 0.36105 0.15883 1.32412
N -0.03587 -0.24963 -0.02387
C -0.04302 0.58117 -1.08495
N -0.59112 -0.14111 -2.09311
N -0.93796 -1.25706 -1.68017
N -0.56987 -1.40351 -0.32336
H -0.05062 -0.50485 2.03261
H 1.41205 0.14587 1.45423
H 0.00820 1.05140 1.55381
H 0.44716 1.61888 -1.15930
*
```

=====

(3)
Computed, not measured: a single C18H23BrN4O5S molecule, with wB97M-V/def2-TZVPD.

SMILES   COc1ccc(CCNC(=O)CCNS(=O)(=O)c2cc(Br)cnc2N)cc1OC
Molecular weight   487.4 Da
Gap between HOMO and LUMO   0.316 hartree
Energy relative to the best compared isomer or geometry (same formula, charge and spin)   0.0305 eV

```
! RIJCOSX wB97M-V def2-TZVPD def2/J DEFGRID3
* xyz 0 1
C -2.76651 -3.14587 1.49257
O -1.82771 -2.12550 1.73517
C -2.16508 -0.83724 1.41354
C -3.34992 -0.49524 0.77358
C -3.63727 0.81324 0.43170
C -2.76593 1.83788 0.75990
C -3.07342 3.26176 0.38626
C -2.10924 3.80210 -0.68138
N -0.79791 4.04439 -0.12698
C 0.29624 3.33620 -0.45798
O 0.31729 2.54626 -1.38533
C 1.51810 3.60415 0.41130
C 2.21429 2.28172 0.73939
N 2.82601 1.74992 -0.46166
S 3.40081 0.21144 -0.34752
O 4.15991 0.12703 0.87621
O 4.07632 -0.09551 -1.57151
C 2.00157 -0.91038 -0.24224
C 0.87488 -0.67934 -0.99570
C -0.09006 -1.67827 -1.05409
Br -1.65702 -1.43479 -2.08514
C 0.12688 -2.86992 -0.38385
N 1.19332 -3.08316 0.35672
C 2.13126 -2.13239 0.45145
N 3.19222 -2.39323 1.22763
C -1.59886 1.50515 1.43176
C -1.26365 0.19196 1.73802
O -0.02626 0.04351 2.31063
C 0.23871 -1.05390 3.16086
H -2.99978 -3.23855 0.42743
H -2.29127 -4.06168 1.84099
H -3.69161 -2.98003 2.05392
H -4.05572 -1.26274 0.50322
H -4.55509 1.02734 -0.09373
H -3.01566 3.90397 1.26981
H -4.08860 3.31908 -0.00717
H -1.98828 3.07616 -1.48739
H -2.50201 4.73669 -1.09500
H -0.75845 4.66972 0.66333
H 2.21330 4.23575 -0.14582
H 1.23864 4.11491 1.33293
H 3.01590 2.43178 1.46632
H 1.49097 1.57310 1.16751
H 2.22269 1.87353 -1.26821
H 0.73707 0.25030 -1.52762
H -0.57679 -3.68845 -0.44480
H 3.24159 -3.28247 1.69036
H 3.89342 -1.67606 1.35020
H -0.89944 2.26450 1.74281
H 0.31687 -1.99109 2.60823
H -0.53202 -1.15001 3.92972
H 1.19588 -0.82438 3.62882
*
```

=====

(4)
Computed, not measured: a molecular structure, C25H73NO12S11, with wB97M-V/def2-TZVPD.

Molecular weight   932.6 Da
Gap between HOMO and LUMO   0.289 hartree
Energy relative to the best compared isomer or geometry (same formula, charge and spin)   28.7427 eV

```
! RIJCOSX wB97M-V def2-TZVPD def2/J DEFGRID3
* xyz 0 1
C 2.63234 2.49150 -1.41701
C 1.41572 3.27801 -1.20589
O 0.54472 3.24000 -2.10556
N 1.26313 4.00029 -0.08548
C 2.12333 4.02094 1.11365
H 3.59986 2.89919 -1.12409
H 2.80926 2.40282 -2.48890
H 2.49562 1.52799 -0.92602
H 0.40672 4.52299 0.03051
H 3.11352 4.46739 1.02264
H 2.17638 3.00244 1.49825
H 1.67314 4.65978 1.87346
C -0.35088 1.22507 -1.15122
S 0.58720 0.43295 0.20891
O -0.40168 0.46402 1.39809
C 0.51794 -1.27593 -0.53679
H -1.35285 0.79595 -1.15211
H 0.11658 1.15680 -2.13353
H -0.51298 2.26892 -0.88252
H 0.64692 -1.29092 -1.61903
H -0.51034 -1.61087 -0.40051
H 1.19133 -2.01940 -0.11030
C -1.49939 -1.46575 -4.16603
S -1.77042 -1.09721 -2.37158
O -2.01191 0.41205 -2.34357
C -3.42728 -1.94012 -2.24125
H -0.65271 -0.96998 -4.64083
H -2.27581 -1.16025 -4.86743
H -1.28639 -2.51654 -4.36243
H -3.76361 -1.62246 -1.25431
H -3.32284 -3.02489 -2.26240
H -4.26172 -1.58933 -2.84851
C 2.73293 -2.13796 -1.20104
S 4.30600 -3.08707 -0.81677
O 4.48847 -2.97871 0.67381
C 3.37068 -4.66812 -0.96454
H 1.98440 -2.20610 -0.41162
H 2.31207 -2.41152 -2.16858
H 3.01862 -1.08857 -1.27358
H 3.08726 -4.84770 -2.00162
H 2.43481 -4.62403 -0.40749
H 3.97515 -5.47751 -0.55514
C 0.46303 -2.07204 2.30161
S 0.89341 -3.85906 1.99947
O 0.92324 -3.93935 0.48176
C 2.66494 -3.75451 2.53427
H 0.65815 -1.74117 3.32169
H -0.58725 -1.83797 2.12773
H 1.17790 -1.48412 1.72594
H 3.25323 -3.29058 1.74257
H 3.08521 -4.76007 2.55191
H 2.76056 -3.24001 3.49043
C 1.61302 1.46778 -3.93650
S 1.29994 -0.26817 -4.47090
O 2.13631 -0.48386 -5.73021
C 2.22637 -0.93023 -3.00176
H 1.42414 2.20364 -4.71812
H 2.69408 1.49516 -3.79985
H 1.02993 1.73721 -3.05588
H 1.80240 -0.58888 -2.05739
H 3.29261 -0.70394 -3.00635
H 2.02204 -2.00012 -3.04270
C -0.55867 -0.93882 5.00313
S -1.95248 -0.69700 3.78474
O -3.18540 -0.66548 4.63773
C -1.58703 0.93805 3.16718
H 0.42975 -0.93833 4.54363
H -0.66089 -1.91599 5.47514
H -0.39542 -0.12208 5.70626
H -1.32410 1.59308 3.99779
H -2.50449 1.28739 2.69355
H -0.87852 1.06321 2.34838
C -0.94243 2.78588 1.22524
S -2.36546 3.89066 1.70484
O -2.81100 3.31807 3.05167
C -1.29360 5.33684 1.90416
H -0.10786 2.92202 1.91304
H -0.67853 3.06912 0.20631
H -1.24129 1.73768 1.23264
H -0.65429 5.18393 2.77364
H -1.90109 6.21485 2.12354
H -0.70952 5.45661 0.99168
C -4.31366 1.58952 1.16064
S -4.22198 -0.24085 0.93615
O -4.92857 -0.62287 -0.38660
C -2.39726 -0.32503 0.45954
H -3.45209 1.84656 1.77685
H -5.29775 1.79814 1.58033
H -4.21856 2.20591 0.26670
H -2.30453 0.43801 -0.31329
H -2.32984 -1.34696 0.08645
H -1.77598 -0.11989 1.33134
C -1.36222 -3.59939 -1.00146
S -1.68535 -3.63984 0.84455
O -3.20165 -3.74964 1.13173
C -1.03509 -5.31313 0.94657
H -0.37976 -3.14426 -1.12684
H -2.10377 -2.90071 -1.38882
H -1.40550 -4.54945 -1.53401
H -1.56735 -5.88333 0.18521
H -1.22578 -5.82829 1.88803
H 0.01087 -5.31998 0.63994
C -2.46541 2.81345 -2.94236
S -2.85101 3.31969 -1.23297
O -2.38478 2.13564 -0.34889
C -1.45779 4.52640 -1.17536
H -1.98047 1.84043 -3.02082
H -1.94838 3.60694 -3.48195
H -3.44394 2.60428 -3.37461
H -0.53929 4.20888 -1.66894
H -1.24720 4.85203 -0.15667
H -1.83694 5.41551 -1.67918
C 3.55675 -0.85031 1.02065
S 3.56651 0.75671 1.89323
O 3.03418 1.65026 0.81510
C 2.06869 0.46560 2.85276
H 4.06395 -1.51228 1.72254
H 4.19394 -0.72359 0.14542
H 2.58602 -1.20120 0.67041
H 2.25157 -0.15670 3.72877
H 1.31579 -0.03100 2.24069
H 1.57993 1.35727 3.24537
*
```

=====

(5)
Computed, not measured: 33 unconnected molecules or ions with the total composition H66O33, with wB97M-V/def2-TZVPD.

Molecular weight   594.5 Da
Gap between HOMO and LUMO   0.317 hartree
Energy relative to the best compared isomer or geometry (same formula, charge and spin)   3.9231 eV

```
! RIJCOSX wB97M-V def2-TZVPD def2/J DEFGRID3
* xyz 0 1
O -8.42500 -6.13312 -17.36269
H -8.62871 -5.97768 -18.28495
H -8.23738 -5.26385 -17.00854
O -11.30575 -1.86770 -18.61977
H -10.35677 -1.98268 -18.57038
H -11.43567 -0.92067 -18.56970
O -5.82124 -4.59001 -11.51623
H -6.07490 -4.11360 -12.30676
H -5.28163 -3.97029 -11.02531
O -7.41822 -7.74968 -13.20356
H -6.65994 -8.33261 -13.16598
H -7.96296 -8.01648 -12.46308
O -8.92515 -5.42006 -11.94565
H -8.53828 -6.07767 -12.52367
H -9.86191 -5.61674 -11.95143
O -9.84916 -5.10300 -19.67754
H -10.57079 -5.72284 -19.57134
H -10.27527 -4.24915 -19.75243
O -11.73276 -5.72944 -15.66870
H -11.37087 -5.53227 -14.80477
H -11.03660 -6.21013 -16.11650
O -4.76642 -4.96386 -19.37516
H -4.80031 -5.77505 -18.86814
H -5.63830 -4.88638 -19.76254
O -1.44410 -1.47950 -17.22302
H -0.50607 -1.61963 -17.09384
H -1.81497 -1.50991 -16.34110
O -7.28691 -3.98658 -13.97529
H -7.84566 -4.34323 -13.28476
H -7.05155 -3.11191 -13.66576
O -6.26114 -7.16838 -15.71418
H -7.07442 -6.85643 -16.11104
H -6.53487 -7.56832 -14.88875
O -2.21626 -4.38855 -16.29624
H -2.83689 -4.76639 -15.67312
H -2.44406 -3.45942 -16.32840
O -9.63598 -8.78077 -17.68049
H -8.84222 -8.97006 -18.18082
H -9.50974 -7.88813 -17.35879
O -6.28532 -1.39735 -13.62984
H -6.31246 -0.70312 -12.97140
H -6.01064 -0.95548 -14.43329
O -7.25703 -4.94237 -20.74286
H -8.13977 -5.23728 -20.51921
H -6.98159 -5.52475 -21.45080
O -3.53232 -2.99821 -21.13612
H -3.51698 -2.14805 -20.69655
H -3.92733 -3.59159 -20.49729
O -7.75858 1.52041 -18.68195
H -6.86461 1.73735 -18.41739
H -7.69269 0.63947 -19.05049
O -4.70681 0.36074 -15.52522
H -4.87834 1.04181 -16.17556
H -4.13238 0.77994 -14.88450
O -9.95163 -8.05834 -14.78643
H -9.04457 -7.82935 -14.58387
H -9.93667 -9.00668 -14.91543
O -8.91854 -1.97530 -15.65731
H -9.75436 -2.36559 -15.40172
H -8.27749 -2.67401 -15.52669
O -5.27766 0.39965 -18.58615
H -4.37622 0.08641 -18.66040
H -5.41147 0.93354 -19.36928
O -6.77116 -3.83593 -16.94728
H -6.37632 -4.13449 -16.12801
H -6.04020 -3.79126 -17.56367
O -2.74984 -1.03591 -19.53370
H -2.33712 -1.38386 -18.74324
H -2.01757 -0.81113 -20.10771
O -1.32165 -4.91480 -18.98778
H -2.07720 -4.63284 -18.47215
H -0.96543 -5.65990 -18.50387
O -7.15611 -2.56537 -22.77682
H -7.13047 -3.26332 -22.12225
H -7.67811 -2.92709 -23.49299
O -8.45204 -0.57041 -21.25672
H -7.80551 -0.92523 -21.86691
H -8.36979 -1.11704 -20.47527
O -5.47693 -7.54874 -18.47361
H -6.23854 -7.65035 -19.04444
H -5.76188 -7.89742 -17.62894
O -8.92100 0.70112 -16.20951
H -9.02493 -0.24883 -16.15464
H -8.50492 0.84835 -17.05889
O -2.60080 -7.47739 -16.66887
H -1.81843 -7.81267 -16.23102
H -2.90008 -6.76044 -16.10973
O -7.48568 -1.52446 -18.53589
H -6.62192 -1.11370 -18.57347
H -7.50909 -1.95635 -17.68199
O -4.42454 -6.82655 -12.39979
H -4.73542 -7.63257 -11.98758
H -4.95683 -6.13507 -12.00640
O -4.09247 -5.48914 -14.89820
H -4.12410 -5.72823 -13.97187
H -4.98832 -5.61756 -15.20993
O -2.80827 -1.73505 -14.98583
H -2.76523 -1.79775 -14.03165
H -3.38988 -0.99310 -15.15158
*
```

=====

Number 1: E -215812.0583 eV. Number 2: E -8096.9291 eV. Number 3: E -116115.0580 eV. Number 4: E -172319.1469 eV. Number 5: E -68642.2636 eV.